# 1
The following is a quantum chemistry calculation of C36H30BiN6O5S as an isolated structure, from the Open Molecules 2025 dataset.

Last column: Löwdin charge in e.
Cartesian coordinates (Å):
Bi (1.105, 0.091, -3.788)  1.89
O (2.758, 4.701, -3.608)  0.03
C (3.670, 4.537, -2.629)  -0.26
C (4.401, 5.716, -2.210)  0.01
C (5.113, 5.563, -1.019)  -0.11
C (5.334, 4.371, -0.353)  -0.10
C (4.832, 3.172, -0.921)  0.00
C (3.891, 3.261, -2.043)  -0.08
C (3.182, 2.075, -2.526)  -0.47
O (2.177, 2.125, -3.301)  -0.28
N (3.650, 0.918, -1.994)  0.09
N (2.700, -0.009, -2.142)  -0.32
C (2.862, -1.321, -1.930)  -0.23
C (1.966, -2.259, -1.322)  -0.19
C (2.262, -3.638, -1.608)  -0.08
C (1.874, -4.728, -0.831)  -0.09
C (1.059, -4.482, 0.261)  -0.10
C (0.597, -3.171, 0.542)  -0.04
C (0.979, -2.117, -0.235)  -0.05
O (0.336, -0.747, 0.205)  0.01
H (2.318, 3.786, -3.628)  0.08
H (4.260, 6.713, -2.630)  0.11
H (5.624, 6.409, -0.571)  0.10
H (5.959, 4.342, 0.529)  0.10
H (5.214, 2.222, -0.535)  0.10
H (3.754, -1.870, -2.318)  0.11
H (2.996, -3.820, -2.377)  0.10
H (2.263, -5.689, -1.169)  0.11
H (0.722, -5.213, 1.003)  0.10
H (-0.119, -3.049, 1.359)  0.12
C (-8.422, -2.798, 7.005)  -0.05
O (-7.069, -2.358, 7.304)  -0.08
C (-6.264, -1.872, 6.356)  -0.29
C (-6.459, -2.080, 4.971)  -0.01
C (-5.546, -1.610, 4.001)  -0.01
C (-4.361, -0.939, 4.442)  -0.16
C (-4.122, -0.780, 5.836)  -0.02
C (-5.094, -1.165, 6.741)  0.01
C (-3.262, -0.666, 3.507)  -0.21
N (-1.975, -0.432, 3.785)  0.18
C (-1.270, -0.399, 2.572)  -0.14
C (-2.192, -0.566, 1.503)  -0.11
N (-3.417, -0.767, 2.104)  0.15
C (-2.023, -0.292, 0.079)  -0.06
C (-3.170, -0.143, -0.693)  0.03
C (-3.071, -0.201, -2.094)  -0.02
C (-1.808, -0.249, -2.646)  -0.16
N (-0.627, -0.242, -1.912)  0.01
C (-0.835, -0.323, -0.620)  -0.13
C (0.858, -0.167, 1.357)  -0.24
N (2.070, 0.220, 1.239)  0.19
C (2.706, 0.646, 2.351)  -0.07
C (2.111, 0.675, 3.625)  -0.02
C (0.818, 0.214, 3.683)  0.01
C (0.105, -0.148, 2.550)  -0.09
H (-8.811, -3.208, 7.945)  0.09
H (-8.473, -3.639, 6.258)  0.10
H (-9.057, -1.884, 6.740)  0.12
H (-7.311, -2.720, 4.653)  0.11
H (-5.717, -1.764, 2.937)  0.10
H (-3.147, -0.395, 6.166)  0.12
H (-4.947, -0.999, 7.835)  0.14
H (-4.328, -0.849, 1.656)  0.14
H (-4.104, 0.023, -0.167)  0.12
H (-3.970, -0.056, -2.734)  0.14
H (-1.707, -0.085, -3.729)  0.06
H (3.748, 0.975, 2.088)  0.13
H (2.729, 1.024, 4.473)  0.13
H (0.237, 0.169, 4.625)  0.13
C (3.290, 0.050, -8.047)  -0.26
S (3.614, 1.040, -6.613)  0.90
C (2.688, 2.543, -7.125)  -0.21
O (2.623, 0.321, -5.731)  -0.80
H (2.265, 0.286, -8.330)  0.05
H (3.393, -1.009, -7.674)  0.08
H (3.970, 0.210, -8.891)  0.07
H (3.254, 3.096, -7.877)  0.06
H (2.635, 3.182, -6.225)  0.05
H (1.704, 2.242, -7.493)  0.06

Results
Kohn-Sham gap (alpha / beta) = 0.125 / 0.123 Eh
Total charge = +1
Highest occupied orbital energy (alpha / beta) = -7.3 / -7.3 eV
Energy = -73657.3158 eV

# 2
The following is a quantum chemistry calculation of C36H30Cl4N9O5Rh as an isolated structure, from the Open Molecules 2025 dataset.

Last column: Löwdin charge in e.
Cartesian coordinates (Å):
Rh (0.144, 1.635, -0.161)  1.22
Cl (2.789, 6.972, 2.946)  0.66
C (2.188, 5.393, 2.590)  -0.71
C (2.355, 4.356, 3.496)  -0.71
Cl (3.168, 4.617, 4.995)  0.66
C (1.859, 3.087, 3.185)  -0.61
Cl (2.019, 1.755, 4.273)  0.70
C (1.205, 2.863, 1.987)  -0.35
O (0.687, 1.659, 1.689)  -0.21
C (1.040, 3.900, 1.056)  -0.41
O (0.389, 3.640, -0.076)  -0.28
C (1.530, 5.160, 1.379)  -0.61
Cl (1.276, 6.431, 0.233)  0.70
C (2.537, -2.060, -3.260)  -0.05
O (1.859, -2.243, -2.031)  -0.11
C (1.487, -3.505, -1.673)  -0.23
C (1.631, -4.616, -2.491)  -0.02
C (1.190, -5.866, -2.072)  -0.09
C (0.596, -6.003, -0.831)  -0.10
C (0.457, -4.894, -0.008)  -0.02
C (0.900, -3.640, -0.403)  -0.16
N (0.726, -2.571, 0.495)  0.16
C (0.918, -1.209, 0.215)  -0.33
N (2.192, -0.799, 0.315)  0.18
C (2.745, 0.309, -0.351)  -0.16
C (2.012, 1.433, -0.690)  -0.15
C (2.637, 2.457, -1.408)  -0.09
C (3.969, 2.347, -1.765)  -0.08
C (4.716, 1.228, -1.403)  -0.03
C (4.101, 0.211, -0.695)  -0.23
O (4.709, -0.945, -0.297)  -0.10
C (6.098, -1.076, -0.528)  -0.07
N (-0.053, -0.404, -0.075)  0.07
C (-1.384, -0.921, -0.357)  -0.28
C (-2.291, -0.329, -2.222)  -0.13
C (-3.515, -1.221, -2.509)  -0.11
C (-3.666, -2.614, -0.809)  -0.16
C (-3.040, -2.522, 0.534)  0.06
C (-2.007, -1.721, 0.765)  -0.23
O (-1.442, -1.671, 2.016)  -0.12
C (-1.653, -0.433, 2.714)  -0.02
H (1.903, -2.329, -4.109)  0.10
H (3.457, -2.650, -3.291)  0.10
H (2.782, -1.002, -3.307)  0.10
H (2.085, -4.509, -3.466)  0.10
H (1.311, -6.721, -2.723)  0.10
H (0.243, -6.968, -0.493)  0.10
H (-0.002, -4.995, 0.969)  0.12
H (0.025, -2.723, 1.208)  0.12
H (2.849, -1.524, 0.556)  0.15
H (2.081, 3.348, -1.662)  0.10
H (4.442, 3.147, -2.320)  0.11
H (5.758, 1.161, -1.679)  0.10
H (6.412, -1.979, -0.011)  0.09
H (6.647, -0.220, -0.134)  0.10
H (6.305, -1.181, -1.598)  0.10
H (-1.988, 0.366, -3.003)  0.14
H (-3.949, -1.133, -3.502)  0.14
H (-4.281, -3.509, -0.889)  0.14
H (-3.464, -3.067, 1.369)  0.13
H (-1.143, -0.531, 3.668)  0.10
H (-2.723, -0.268, 2.857)  0.09
H (-1.216, 0.408, 2.172)  0.06
N (-1.941, 4.841, 0.973)  0.19
C (-2.671, 3.769, 1.298)  -0.43
N (-3.536, 3.877, 2.312)  0.17
C (-4.309, 2.811, 2.489)  -0.45
N (-5.185, 2.840, 3.515)  0.16
N (-4.313, 1.705, 1.724)  0.16
C (-3.394, 1.709, 0.765)  -0.31
N (-2.511, 2.665, 0.534)  0.17
C (-3.408, 0.547, -0.167)  -0.16
C (-4.512, -0.161, -0.396)  0.05
C (-4.487, -1.337, -1.309)  -0.15
C (-2.711, -2.461, -2.019)  -0.11
C (-1.479, -1.566, -1.771)  -0.05
N (-2.198, 0.241, -0.855)  0.04
H (-1.928, 5.615, 1.613)  0.11
H (-1.149, 4.682, 0.357)  0.06
H (-5.160, 3.612, 4.155)  0.10
H (-5.727, 2.021, 3.715)  0.10
H (-5.421, 0.115, 0.122)  0.12
H (-5.493, -1.620, -1.611)  0.14
H (-2.543, -3.350, -2.620)  0.14
H (-0.530, -1.863, -2.206)  0.13

Results
Kohn-Sham gap = 0.256 Eh
Total charge = 0
Highest occupied orbital energy = -7.2 eV
Energy = -114564.2854 eV

# 3
The following is a quantum chemistry calculation of C36H30NP2PbS2Se as an isolated structure, from the Open Molecules 2025 dataset.

Last column: Löwdin charge in e.
Cartesian coordinates (Å):
Pb (-1.139, 3.841, 1.802)  0.53
S (1.348, 3.405, 1.271)  0.44
C (1.927, 5.015, 0.827)  -0.69
C (3.313, 5.149, 0.703)  -0.16
C (3.901, 6.369, 0.423)  -0.12
C (3.101, 7.493, 0.273)  -0.12
C (1.727, 7.371, 0.366)  -0.16
C (1.113, 6.141, 0.627)  -0.72
S (-0.652, 6.133, 0.666)  0.38
H (3.923, 4.267, 0.858)  0.09
H (4.978, 6.447, 0.333)  0.09
H (3.547, 8.463, 0.091)  0.09
H (1.096, 8.243, 0.248)  0.09
Se (-2.705, 1.861, 0.410)  0.39
C (-4.472, 2.607, 0.540)  -0.69
C (-5.118, 3.191, -0.548)  -0.13
C (-6.424, 3.627, -0.389)  -0.18
N (-7.115, 3.521, 0.743)  0.02
C (-6.492, 2.958, 1.777)  -0.18
C (-5.190, 2.489, 1.729)  -0.14
H (-4.606, 3.298, -1.494)  0.09
H (-6.952, 4.092, -1.217)  0.09
H (-7.072, 2.881, 2.692)  0.09
H (-4.731, 2.028, 2.593)  0.09
C (-0.574, -1.899, 0.578)  -0.48
P (-0.206, -0.056, 0.505)  0.92
C (0.344, 0.164, -1.222)  -0.38
C (-0.477, -0.314, -2.244)  -0.12
C (-0.150, -0.101, -3.572)  -0.09
C (0.993, 0.612, -3.902)  -0.10
C (1.773, 1.158, -2.893)  -0.08
C (1.446, 0.950, -1.561)  -0.11
C (1.319, -0.059, 1.529)  -0.43
C (1.131, 0.313, 2.860)  -0.15
C (2.196, 0.356, 3.745)  -0.09
C (3.465, 0.014, 3.308)  -0.10
C (3.665, -0.365, 1.988)  -0.09
C (2.600, -0.403, 1.102)  -0.14
P (0.814, -3.064, 0.125)  1.06
C (0.170, -4.586, 0.938)  -0.38
C (0.057, -5.815, 0.289)  -0.10
C (-0.322, -6.953, 0.988)  -0.09
C (-0.565, -6.891, 2.351)  -0.11
C (-0.423, -5.681, 3.015)  -0.09
C (-0.051, -4.544, 2.317)  -0.11
C (0.420, -3.432, -1.631)  -0.41
C (-0.824, -3.904, -2.051)  -0.12
C (-1.050, -4.185, -3.388)  -0.08
C (-0.039, -3.995, -4.322)  -0.10
C (1.198, -3.524, -3.914)  -0.09
C (1.426, -3.249, -2.573)  -0.11
H (-1.471, -2.106, -0.008)  0.04
H (-0.817, -2.083, 1.626)  0.03
H (-1.383, -0.852, -1.993)  0.10
H (-0.799, -0.481, -4.352)  0.10
H (1.266, 0.752, -4.941)  0.09
H (2.632, 1.770, -3.139)  0.10
H (2.040, 1.413, -0.786)  0.07
H (0.135, 0.588, 3.191)  0.10
H (2.038, 0.673, 4.768)  0.10
H (4.303, 0.060, 3.993)  0.10
H (4.658, -0.627, 1.644)  0.10
H (2.766, -0.680, 0.072)  0.08
H (0.264, -5.882, -0.770)  0.10
H (-0.427, -7.893, 0.461)  0.10
H (-0.853, -7.781, 2.896)  0.10
H (-0.600, -5.623, 4.082)  0.10
H (0.083, -3.609, 2.850)  0.10
H (-1.612, -4.061, -1.325)  0.11
H (-2.018, -4.554, -3.703)  0.10
H (-0.219, -4.218, -5.366)  0.10
H (1.985, -3.366, -4.641)  0.10
H (2.391, -2.876, -2.251)  0.10

Results
Kohn-Sham gap = 0.233 Eh
Total charge = -1
Highest occupied orbital energy = -4.0 eV
Energy = -150154.8131 eV

> Which formula does entry 1 have?

C36H30BiN6O5S